Molecular formula: C25H33AsN4O2STi
Method: DFT, wB97M-V/def2-TZVPD

Summary:
Calculated total energy = -4825.4994 Ha
Orbital gap = 7.20 eV
Charge = 0
Relative energy (zero: lowest compared OMol25 entry of this formula, charge and spin) = 0.453 eV
LUMO energy = -0.048 eV

The geometry in XYZ format:
```
67
Properties=species:S:1:pos:R:3:forces:R:3:mulliken_charge:R:1
C -1.2591 -0.9284 2.4066 0.020 -0.029 0.016 -1.364
H 0.6694 -1.2010 4.0957 0.003 -0.002 0.010 0.304
H 3.8137 3.7058 -3.5303 -0.004 0.002 -0.004 0.401
C 3.5563 0.3219 3.2757 -0.018 -0.005 0.000 -0.833
H -0.8365 -1.8004 1.9099 -0.006 0.006 -0.007 0.334
H 0.1115 -4.3979 -3.6797 -0.019 0.031 -0.014 0.431
H 0.1320 -3.6713 0.3391 -0.014 0.000 -0.016 0.170
N -0.4638 0.2646 2.0705 -0.040 -0.094 0.007 1.492
C -3.5795 -2.4363 -0.8916 -0.025 -0.020 -0.016 -0.931
H 5.0564 2.1432 -2.0718 0.003 -0.003 0.006 0.393
C -2.4348 -1.7406 -0.5650 0.102 0.081 -0.071 -0.292
C 0.4519 -6.1282 -1.0903 0.024 0.017 -0.008 -1.062
C 0.9447 0.1267 2.4346 -0.008 0.018 0.027 0.845
C 1.8318 0.9034 1.6734 0.014 -0.002 0.000 -0.581
C -4.7804 -0.3768 -0.8134 0.018 0.081 -0.002 -0.853
C 2.6905 -0.5235 3.9508 0.000 0.012 -0.016 -0.945
C -4.7762 -1.7402 -1.0279 0.007 -0.036 -0.011 -0.422
C 2.0703 2.0475 -0.4748 0.032 0.020 0.239 -0.427
H -0.4383 2.3132 2.6077 -0.005 -0.005 0.001 0.214
N -2.4409 -0.4229 -0.3396 0.032 -0.206 0.340 0.791
O -2.3084 2.0647 0.2705 0.146 -0.074 -0.291 -0.598
H -5.6654 0.2361 -0.9057 -0.007 -0.009 0.004 0.551
H -2.2830 -0.7794 2.0764 0.007 0.005 0.015 0.368
S 0.0484 -0.0779 -1.7044 0.034 -0.131 -0.356 -0.429
C -0.2525 4.1339 -0.1312 0.002 0.031 0.025 -1.177
C -0.8800 3.2221 -2.2688 -0.031 0.011 -0.037 -1.257
C 3.1383 1.0346 2.1631 0.047 0.009 0.013 -1.036
Ti -0.6059 1.0428 -0.0680 0.306 0.078 -0.271 -0.356
C 3.3261 3.2417 -2.6840 0.029 -0.017 0.013 -0.826
H 0.0827 5.0639 -0.5986 -0.006 -0.008 -0.008 0.360
N -0.0535 3.0035 -1.0699 -0.092 -0.029 0.104 1.590
C -0.9967 1.4124 2.8606 -0.015 0.003 -0.012 -1.159
H -5.6837 -2.2613 -1.3024 -0.011 0.009 0.002 0.434
O -4.4684 2.4240 -0.2114 0.027 -0.023 -0.037 -0.707
H 0.3368 3.9574 0.7674 0.005 0.003 -0.009 0.276
H 0.9409 -6.6643 -0.2774 -0.005 -0.004 0.002 0.343
H 0.3539 -6.8053 -1.9385 0.008 -0.002 0.002 0.355
H -1.4670 -2.2220 -0.5077 -0.020 -0.006 0.013 0.446
N 1.2939 1.5061 0.5554 -0.143 0.013 0.119 0.981
H -0.7106 4.2174 -2.6896 0.014 -0.004 0.004 0.421
C 4.0210 2.3758 -1.8578 0.011 0.017 -0.048 -0.792
H 3.8298 1.7087 1.6833 -0.013 0.002 0.011 0.785
As 1.5387 -4.5721 -1.6060 -0.036 0.050 0.077 0.204
C 1.3663 2.8698 -1.3616 -0.075 0.057 -0.043 0.793
H 1.2730 -2.4319 -0.2438 0.007 0.005 -0.008 0.006
H -0.7594 -3.6504 -2.3241 0.002 -0.031 0.028 0.024
H -1.9291 3.1530 -1.9842 0.014 0.007 0.006 0.211
H -3.5319 -3.5043 -1.0528 0.011 -0.002 -0.004 0.494
H -2.0460 1.5674 2.6227 0.007 0.003 0.010 0.392
H -1.3064 4.2038 0.1273 0.008 -0.005 -0.004 0.311
C -3.5856 0.2307 -0.4539 -0.218 0.219 0.099 0.402
C 3.4075 1.7764 -0.7657 -0.059 0.010 -0.039 -1.147
H -0.8737 1.2045 3.9264 -0.006 0.006 -0.005 0.448
H -0.5417 -5.8146 -0.7660 -0.004 0.002 -0.003 0.255
H 4.5782 0.4331 3.6154 0.003 -0.002 0.003 0.393
H 1.4124 4.1121 -3.1060 -0.006 0.001 -0.002 0.330
C 1.9784 3.4776 -2.4379 0.000 -0.043 0.033 -0.355
H 3.0261 -1.0986 4.8024 -0.002 -0.001 0.005 0.437
C 1.1520 -3.4898 -0.0078 0.019 -0.032 -0.015 -0.690
H 0.5607 -2.7765 -3.1171 -0.008 0.012 0.005 0.220
H -1.2750 -1.0987 3.4856 0.006 -0.004 -0.008 0.387
C -3.4979 1.7061 -0.1267 -0.071 0.038 0.129 0.203
H -0.6486 2.4588 -3.0079 -0.002 0.004 0.009 0.383
H 3.9593 1.0544 -0.1855 -0.003 0.007 -0.004 0.701
C 1.3660 -0.5901 3.5386 -0.005 -0.005 0.006 -0.439
H 1.8457 -3.7547 0.7897 -0.005 0.008 0.013 0.503
C 0.2152 -3.7593 -2.8018 0.016 -0.044 -0.026 -0.706
```
Positions in Å, forces in eV/Å.